(1)
50
Properties=species:S:1:pos:R:3:forces:R:3 method="wB97M-V/def2-TZVPD" homo_energy_ev=-8.32 smiles="CCCn1c2ccccc2c2cnn(CC(=O)NCCCOC)c(=O)c21" e_tot_ev=-32195.990 orbital_gap_ev=8.44 relative_energy_kcal_mol=51.30
C -2.74004 3.38677 -2.16803 0.09 0.05 -0.16
C -1.59048 3.46012 -3.16516 0.03 -0.18 0.16
C -0.60998 2.29560 -2.98517 -0.33 0.22 -0.70
N 0.00303 2.31004 -1.68137 -0.03 -0.30 0.21
C 0.98502 3.17529 -1.26961 0.31 0.10 0.56
C 1.67494 4.14577 -1.98904 0.02 0.08 -0.17
C 2.63362 4.87865 -1.32338 -0.08 -0.03 -0.15
C 2.91316 4.66290 0.02877 0.10 0.01 0.25
C 2.24193 3.70148 0.75026 0.03 0.07 -0.09
C 1.26865 2.94674 0.10061 -0.12 0.05 -0.35
C 0.39817 1.89167 0.50716 -0.54 -0.23 -0.83
C 0.16259 1.19275 1.70623 -0.27 -0.24 -0.09
N -0.72024 0.24700 1.76975 0.30 0.33 0.76
N -1.42698 -0.09368 0.68654 0.11 0.30 -0.32
C -2.36645 -1.17991 0.88644 -0.38 -0.47 -0.19
C -1.67262 -2.51900 1.19150 -0.12 0.64 0.17
O -1.89228 -3.52323 0.55045 -0.11 -0.38 -0.28
N -0.85858 -2.45935 2.26080 0.27 0.05 0.38
C -0.02711 -3.58213 2.63192 0.09 -0.22 -0.31
C 1.22168 -3.68941 1.75178 -0.17 -0.47 0.16
C 1.92455 -5.03651 1.95499 0.17 0.33 -0.02
O 1.08619 -6.15423 1.81043 -0.10 -0.13 0.10
C 0.55457 -6.33162 0.51414 -0.03 0.01 0.01
C -1.33699 0.48035 -0.57558 -0.10 -0.08 -0.02
O -2.03734 0.09247 -1.49939 -0.02 0.04 -0.21
C -0.35673 1.53944 -0.61887 0.51 0.17 0.82
H -3.47997 4.15335 -2.38393 -0.08 0.07 0.05
H -3.22047 2.41269 -2.21915 -0.09 -0.08 0.04
H -2.38028 3.53969 -1.15207 -0.02 0.01 0.12
H -1.06249 4.40940 -3.04844 0.01 0.02 -0.11
H -1.98278 3.41279 -4.18216 0.06 0.04 -0.06
H -1.14751 1.35072 -3.08533 0.18 0.12 -0.03
H 0.17805 2.34548 -3.74293 -0.02 -0.07 0.08
H 1.47237 4.31993 -3.03449 -0.03 0.03 -0.10
H 3.18392 5.63881 -1.85744 0.03 0.05 -0.06
H 3.67160 5.26230 0.50935 0.06 0.04 0.05
H 2.46032 3.53138 1.79360 0.05 0.01 0.10
H 0.69370 1.40498 2.62069 0.04 0.01 0.12
H -2.94373 -1.28602 -0.03432 0.14 -0.03 0.27
H -3.02784 -0.93461 1.72216 0.06 0.06 -0.10
H -0.63086 -1.53693 2.61620 -0.14 -0.18 -0.07
H -0.62204 -4.48999 2.50462 0.09 0.09 0.14
H 0.24813 -3.48287 3.68329 -0.05 -0.05 -0.01
H 0.91699 -3.59041 0.70844 0.01 0.07 -0.02
H 1.92473 -2.88567 1.97890 0.03 0.04 -0.04
H 2.30538 -5.10668 2.97774 0.08 0.04 -0.08
H 2.77426 -5.10569 1.25632 -0.04 -0.03 0.11
H 1.34752 -6.29752 -0.24263 0.00 -0.01 -0.02
H -0.20782 -5.58421 0.27457 0.01 0.01 -0.01
H 0.09653 -7.31891 0.51085 -0.01 0.02 -0.09

=====

(2)
50
Properties=species:S:1:pos:R:3:forces:R:3 method="wB97M-V/def2-TZVPD" homo_energy_ev=-8.24 smiles="[H]/N=c1/[nH]cc(C(=O)N2C[C@H](C)[C@H](NC(=O)CCc3cccc(C)c3)C2)o1" e_tot_ev=-32196.706 orbital_gap_ev=8.83 relative_energy_kcal_mol=34.81
H 1.75051 -5.09039 4.13314 -0.01 0.01 0.01
N 2.46827 -5.58101 3.61279 0.00 0.00 0.00
C 2.91917 -4.87380 2.67123 0.02 -0.01 -0.01
N 3.90249 -5.23530 1.77604 -0.02 -0.02 0.03
C 4.12953 -4.20494 0.88904 0.00 0.03 -0.02
C 3.29913 -3.21210 1.21684 -0.01 -0.02 0.00
C 3.21448 -1.88478 0.58092 0.03 0.03 0.01
O 4.05810 -1.58840 -0.25754 -0.01 -0.01 -0.02
N 2.23682 -1.02653 0.94098 0.00 -0.01 0.03
C 1.04641 -1.26613 1.77230 0.02 0.00 -0.01
C 0.07642 -0.18648 1.29730 -0.03 0.00 0.00
C -0.68282 -0.62626 0.05064 0.01 -0.01 0.01
C 1.04249 0.97887 1.02073 -0.02 0.05 -0.01
N 0.52209 2.07025 0.23289 -0.01 0.00 -0.06
C -0.06708 3.15241 0.81118 0.05 0.04 -0.03
O -0.13192 3.29488 2.01862 0.00 -0.03 0.00
C -0.57466 4.23060 -0.13309 -0.15 0.02 0.09
C -1.10216 3.78040 -1.49413 0.12 -0.10 -0.03
C -2.11404 2.65522 -1.45554 -0.05 0.06 0.01
C -2.98830 2.49246 -0.38371 0.00 0.01 -0.01
C -3.91761 1.46309 -0.39397 0.01 -0.01 0.00
C -3.98378 0.58524 -1.46609 0.01 0.00 0.00
C -3.11843 0.72510 -2.54539 0.00 0.00 -0.01
C -3.18752 -0.20926 -3.72271 0.00 0.00 0.00
C -2.19171 1.76336 -2.51997 0.00 -0.01 0.01
C 2.23415 0.30429 0.34656 0.01 -0.01 0.01
O 2.54166 -3.60112 2.32184 -0.01 0.02 0.00
H 4.34963 -6.13234 1.81003 0.01 0.02 -0.02
H 4.85851 -4.23275 0.10019 0.00 -0.02 0.01
H 0.65318 -2.26702 1.61477 0.00 -0.02 0.00
H 1.28713 -1.15592 2.83227 0.00 0.00 0.00
H -0.62694 0.08358 2.08608 0.00 0.00 0.00
H 0.00304 -0.92152 -0.74879 -0.01 0.00 0.00
H -1.31448 -1.48741 0.27309 0.00 0.00 0.01
H -1.32710 0.16866 -0.32415 -0.01 0.00 -0.01
H 1.34482 1.41208 1.97383 0.02 -0.03 0.02
H 0.38825 1.92167 -0.75396 0.02 0.00 0.01
H 0.24672 4.93805 -0.27019 0.01 -0.01 -0.03
H -1.34072 4.76822 0.42485 0.01 -0.01 0.00
H -0.27068 3.48205 -2.14027 -0.01 0.00 -0.01
H -1.54964 4.64662 -1.98839 0.00 0.01 0.01
H -2.94214 3.15946 0.46803 0.00 0.00 0.00
H -4.58996 1.33971 0.44556 0.00 0.00 0.00
H -4.70685 -0.22176 -1.46116 0.00 0.00 0.00
H -2.19277 -0.43389 -4.10797 0.00 0.00 0.00
H -3.66991 -1.14818 -3.45356 0.00 0.00 0.00
H -3.76179 0.23689 -4.53752 0.00 0.00 0.00
H -1.50545 1.87754 -3.35432 0.00 0.00 0.00
H 2.10795 0.23935 -0.73943 -0.01 0.00 0.00
H 3.17752 0.81726 0.53014 0.00 0.00 0.00

=====

(3)
52
Properties=species:S:1:pos:R:3:forces:R:3 method="wB97M-V/def2-TZVPD" homo_energy_ev=-8.51 smiles="COCCNC(=O)CN(Cc1ccccc1)C(=O)CCC(=O)Nc1nccs1" e_tot_ev=-45079.273 orbital_gap_ev=9.14 relative_energy_kcal_mol=45.05
C -1.57460 3.13626 2.61811 -0.03 -0.05 -0.03
O -0.44891 2.30436 2.50627 0.25 -0.10 0.05
C -0.79959 0.94250 2.38144 0.04 -0.17 0.05
C 0.48168 0.11813 2.28780 -0.34 0.15 0.14
N 1.02219 0.08437 0.94840 -0.11 0.40 0.18
C 1.29055 -1.06471 0.31379 0.35 0.18 -0.34
O 1.07688 -2.16539 0.78865 0.15 -0.35 0.06
C 1.95933 -0.90156 -1.05964 -0.07 -0.49 0.14
N 1.20149 -0.13328 -2.02080 0.35 0.31 -0.03
C 1.76096 1.14724 -2.43912 -0.13 0.11 -0.26
C 1.53413 2.23371 -1.42244 0.19 0.08 -0.10
C 2.57688 2.72370 -0.64476 -0.06 -0.06 -0.15
C 2.34843 3.73128 0.27802 0.01 0.11 0.12
C 1.07835 4.25938 0.42605 0.09 0.05 0.01
C 0.03320 3.77102 -0.34124 -0.02 0.00 -0.06
C 0.25571 2.75831 -1.25538 0.01 0.02 0.00
C 0.05701 -0.55446 -2.62344 0.03 -0.33 0.00
O -0.51335 0.13769 -3.44425 -0.30 0.11 -0.22
C -0.47453 -1.93425 -2.27290 -0.21 0.11 -0.03
C -1.95900 -1.83210 -1.88780 -0.03 0.11 -0.26
C -2.08467 -1.22613 -0.51992 -0.20 -0.07 -0.21
O -2.34162 -0.06082 -0.30469 -0.09 0.21 -0.19
N -1.87996 -2.05742 0.55894 -0.14 0.43 0.59
C -1.49473 -3.36683 0.62108 0.19 -0.84 0.84
N -1.35118 -4.18865 -0.35632 -0.25 0.66 -0.58
C -0.96170 -5.41323 0.07450 0.20 -0.46 0.65
C -0.81042 -5.54622 1.41371 -0.02 0.05 -0.08
S -1.16460 -4.05850 2.20690 -0.12 0.08 -0.67
H -1.20508 4.15732 2.67579 -0.09 0.07 0.01
H -2.23373 3.02736 1.74933 -0.02 0.04 0.01
H -2.14843 2.90393 3.52466 0.01 0.03 -0.03
H -1.37391 0.62883 3.26874 0.04 0.01 -0.03
H -1.42200 0.79710 1.48638 0.09 -0.04 0.19
H 0.30324 -0.91867 2.58275 0.04 0.13 0.02
H 1.21974 0.56188 2.96442 -0.08 -0.12 0.05
H 1.17130 0.97327 0.49021 0.06 -0.12 -0.07
H 2.17884 -1.90471 -1.44182 -0.02 0.15 0.18
H 2.91146 -0.39066 -0.89487 -0.06 -0.04 -0.07
H 1.25307 1.41087 -3.37120 0.20 -0.04 0.13
H 2.82974 1.01820 -2.63722 -0.08 0.02 0.03
H 3.57538 2.32683 -0.77109 0.09 -0.05 -0.03
H 3.16603 4.10778 0.87478 0.06 0.04 0.06
H 0.90595 5.05376 1.13602 -0.03 0.06 0.09
H -0.95678 4.18681 -0.23432 -0.12 0.02 0.03
H -0.55475 2.36801 -1.85211 -0.13 -0.06 -0.09
H 0.07562 -2.43180 -1.48158 0.09 -0.09 -0.05
H -0.40058 -2.53648 -3.18136 0.07 0.02 0.05
H -2.40231 -2.82618 -1.89226 0.04 0.10 -0.05
H -2.46232 -1.17907 -2.60280 0.01 -0.02 0.16
H -1.93393 -1.58713 1.45532 -0.03 0.06 -0.27
H -0.80134 -6.18520 -0.65547 0.05 -0.21 -0.04
H -0.51313 -6.40644 1.97672 0.07 -0.22 0.08

=====

(4)
52
Properties=species:S:1:pos:R:3:forces:R:3 method="wB97M-V/def2-TZVPD" spin_multiplicity=5 homo_energy_ev="-17.18 / -17.21" s_squared=6.057 charge=+3 e_tot_ev=-43912.153 orbital_gap_ev="7.98 / 5.27" relative_energy_kcal_mol=1.49
Ru -0.65366 0.51760 0.03612 0.31 -0.27 0.14
C -3.19463 -2.97564 0.75196 -0.01 0.00 0.01
C -2.18747 -1.88516 0.76219 0.00 0.04 -0.06
N -2.09744 -0.97523 -0.15607 0.03 0.06 0.04
N -2.96675 -0.97770 -1.20563 -0.17 -0.16 -0.13
C -2.95018 0.11266 -1.91032 0.11 0.08 0.14
N -3.76469 0.26629 -2.94817 -0.01 0.02 -0.05
S -1.87963 1.51494 -1.54279 -0.18 0.04 -0.16
C -1.22268 -1.72795 1.87481 0.01 -0.01 0.02
C -1.21367 -2.57185 2.96777 -0.02 -0.01 -0.01
C -0.31473 -2.33783 4.00372 0.03 0.02 0.01
C 0.55074 -1.26030 3.91786 -0.02 -0.04 0.02
C 0.49106 -0.44954 2.79859 0.00 0.03 -0.02
N -0.36463 -0.67412 1.79234 0.01 0.05 -0.03
H -3.72790 -2.99914 -0.19165 0.00 0.01 0.00
H -3.91706 -2.80941 1.55651 0.00 -0.01 0.00
H -2.72159 -3.94221 0.93023 0.01 0.00 0.01
H -4.46228 -0.43834 -3.14108 0.00 0.00 0.01
H -3.82649 1.14128 -3.44271 0.00 -0.01 0.00
H -1.90822 -3.39763 3.02358 0.00 0.00 0.00
H -0.30200 -2.98790 4.86870 0.00 0.00 0.00
H 1.25609 -1.03817 4.70614 0.00 0.00 0.00
H 1.13625 0.41367 2.69946 0.00 0.00 -0.01
N 3.12809 -1.33798 -3.23753 0.02 -0.02 -0.02
C 3.26920 -1.63423 -1.76950 -0.01 0.01 0.08
C 2.37792 -0.70101 -0.95691 0.01 -0.01 -0.02
N 0.96113 -0.74605 -1.36963 -0.06 0.00 -0.01
C 0.84083 -0.46840 -2.81757 0.01 -0.01 0.00
C 1.68908 -1.39734 -3.67553 -0.06 0.02 0.00
H 3.68199 -2.00842 -3.77922 0.00 0.01 0.00
H 3.52082 -0.41608 -3.45024 0.00 -0.01 0.00
H 4.31592 -1.51756 -1.49340 0.00 0.00 -0.02
H 2.98804 -2.67859 -1.63228 0.00 0.00 -0.02
H 2.72826 0.32970 -1.05329 -0.01 0.00 0.00
H 2.46337 -0.97676 0.09368 0.01 0.00 0.00
H 0.59778 -1.68184 -1.18810 0.01 0.00 -0.01
H 1.11796 0.57493 -2.98621 0.00 0.00 0.00
H -0.19900 -0.57360 -3.12276 0.00 0.00 0.00
H 1.63827 -1.11650 -4.72625 0.02 0.00 0.00
H 1.37487 -2.43688 -3.57851 0.02 -0.01 0.00
N 1.09659 7.03235 2.88900 0.01 0.01 0.01
C 0.82517 6.00642 2.43794 -0.02 -0.01 -0.02
C 0.49806 4.74566 1.88085 -0.01 -0.01 0.01
C -0.67741 4.07445 2.29810 0.05 0.02 -0.01
C -0.98137 2.86338 1.74762 -0.05 -0.02 0.00
C -0.12805 2.25544 0.77563 -0.09 0.19 0.12
C 1.04410 2.95891 0.36776 0.05 -0.05 -0.02
C 1.35359 4.17492 0.90359 0.00 0.01 0.00
H -1.31809 4.53581 3.03777 0.00 0.00 0.00
H -1.89081 2.35907 2.05550 0.00 0.01 0.00
H 1.69126 2.54082 -0.39414 0.01 0.01 0.01
H 2.23402 4.72108 0.59210 0.00 0.00 0.00

=====

(5)
47
Properties=species:S:1:pos:R:3:forces:R:3 method="wB97M-V/def2-TZVPD" homo_energy_ev=-10.11 charge=+1 e_tot_ev=-36502.927 orbital_gap_ev=5.26
C 4.08061 -5.05478 0.51126 -0.58 -0.14 -0.06
O 2.70761 -5.32467 0.17521 0.15 0.34 0.28
C 1.74805 -4.45945 0.59130 -0.35 0.38 0.25
C 0.42025 -4.75654 0.18213 0.62 0.31 0.27
C -0.60001 -3.87173 0.47669 0.15 0.29 -0.12
C -0.33814 -2.65321 1.13908 0.07 -0.12 0.56
C -1.51172 -1.73795 1.42549 -0.74 -0.22 -0.34
C -1.33018 -0.35546 1.78743 0.63 -0.14 -0.68
S -2.73275 0.30670 2.47942 0.04 -0.58 0.35
C -2.61695 -0.15627 4.25622 -0.25 0.73 -0.11
C -2.52048 2.10433 2.54502 0.22 -0.66 0.11
O -2.66898 -2.20100 1.34484 0.84 0.15 0.29
C 0.94761 -2.44002 1.66977 -0.59 0.08 -0.56
C 1.99491 -3.32386 1.40195 -0.20 -0.50 -0.43
H 4.62968 -5.84868 0.01015 0.11 0.13 0.12
H 4.40218 -4.07531 0.13949 -0.11 -0.12 0.00
H 4.23715 -5.10656 1.59396 -0.01 -0.03 -0.13
H 0.21785 -5.67987 -0.36016 0.17 0.24 0.13
H -1.62184 -4.10996 0.17724 0.28 0.22 0.10
H -0.38506 0.18122 1.75502 -0.24 -0.33 0.68
H -3.43900 0.33282 4.78673 0.08 -0.13 0.03
H -2.72529 -1.23976 4.31459 -0.01 0.12 -0.24
H -1.65103 0.15706 4.66099 -0.12 -0.04 -0.16
H -3.44348 2.45073 3.00931 0.20 0.29 -0.04
H -1.64063 2.35784 3.14266 -0.16 0.13 -0.12
H -2.44202 2.48133 1.51550 -0.13 -0.12 0.43
H 1.10998 -1.55918 2.29526 0.09 -0.29 -0.15
H 2.98061 -3.14119 1.82533 -0.23 -0.05 -0.16
C 1.55796 2.82943 -0.79599 0.85 0.12 0.02
N 0.15771 2.60754 -1.15019 -1.58 -2.41 2.13
C -0.21739 3.01517 -2.46825 -0.06 0.44 -1.60
C 0.01874 4.33976 -2.87107 0.11 -0.03 0.08
C -0.08930 4.69890 -4.21810 -0.23 -0.35 -0.13
C -0.37018 3.71786 -5.18816 0.00 -0.15 0.58
C -0.53546 2.38177 -4.78428 -0.31 0.46 -0.03
C -0.51939 2.04244 -3.42795 0.35 -0.02 0.12
C -0.53165 1.82877 -0.32315 1.31 2.83 -1.80
H 2.09013 2.99179 -1.73400 0.16 -0.04 0.33
H 1.68790 3.68528 -0.13127 -0.17 0.03 -0.17
H 1.91704 1.92886 -0.29227 0.15 0.25 -0.16
H 0.32726 5.08442 -2.13497 -0.17 -0.16 -0.19
H 0.05818 5.74089 -4.52792 -0.05 -0.51 0.25
H -0.46209 3.99494 -6.24517 0.18 -0.17 0.51
H -0.68086 1.60206 -5.53564 -0.07 0.26 0.33
H -0.62800 1.00692 -3.10931 0.01 0.14 -0.16
H -1.56616 1.60440 -0.52999 -0.02 -0.26 -0.03
H -0.02337 1.62222 0.61577 -0.39 -0.35 -0.37